# C34H29BrCl3F5GeN8O5RbS2

C34H29BrCl3F5GeN8O5RbS2 as an isolated structure in a non-equilibrium geometry (wB97M-V/def2-TZVPD, the Open Molecules 2025 dataset).

Computed properties:
HOMO-LUMO gap (spin up / spin down): 5.83 / 5.47 eV
F_max: 1.456 eV Å⁻¹
expectation value of S²: 0.7552
spin multiplicity: 2
net charge: -2

Atoms and positions in Å:
Rb (-0.3493, -0.0408, -1.0257)
N (4.4554, 6.9044, 0.2053)
C (3.5758, 5.8392, 0.4459)
C (2.5285, 5.9806, 1.3602)
C (1.6918, 4.9166, 1.6373)
C (1.8976, 3.7019, 1.0046)
C (2.9413, 3.5443, 0.1122)
C (3.7754, 4.6103, -0.1771)
S (0.8984, 2.2717, 1.3816)
O (1.7698, 1.1296, 1.1551)
O (0.4598, 2.4340, 2.7609)
N (-0.3451, 2.0601, 0.4134)
C (-0.9986, 3.0388, -0.2197)
N (-1.9578, 2.6228, -1.0837)
C (-2.6087, 3.5430, -1.7667)
C (-2.3758, 4.9057, -1.6134)
C (-1.4029, 5.2377, -0.6866)
N (-0.7200, 4.3454, 0.0089)
H (4.0528, 7.8168, 0.3427)
H (4.9512, 6.8330, -0.6684)
H (2.3733, 6.9391, 1.8456)
H (0.8740, 5.0073, 2.3383)
H (3.0855, 2.5741, -0.3405)
H (4.5820, 4.4951, -0.8932)
H (-3.3466, 3.1632, -2.4684)
H (-2.9199, 5.6513, -2.1746)
H (-1.1461, 6.2766, -0.4828)
N (-3.6479, 0.2432, 0.6205)
C (-4.0435, -0.6982, -0.4300)
C (-3.2725, -0.4468, -1.7449)
O (-3.6358, 0.5136, -2.4726)
O (-2.3139, -1.2021, -1.9898)
H (-3.7221, 1.1833, 0.2418)
H (-2.6577, 0.1259, 0.8201)
H (-5.1103, -0.5895, -0.6312)
H (-3.8386, -1.7159, -0.0974)
F (6.5963, -0.3291, -0.2551)
C (5.4830, 0.1021, -0.8799)
C (4.2783, -0.5596, -0.7228)
F (4.2283, -1.6461, 0.0619)
C (3.1486, -0.1190, -1.3771)
F (2.0160, -0.8265, -1.1972)
C (3.1326, 1.0039, -2.2268)
S (1.7371, 1.5722, -3.0245)
C (4.3860, 1.6402, -2.3550)
F (4.4958, 2.7310, -3.1277)
C (5.5224, 1.2114, -1.7049)
F (6.6879, 1.8691, -1.8659)
Br (-1.8270, -4.3725, -2.3989)
C (-0.1408, -3.7794, -3.0237)
C (0.8150, -4.7434, -3.3136)
C (2.0263, -4.2992, -3.8156)
C (2.2196, -2.9424, -4.0141)
C (1.1916, -2.0693, -3.6909)
N (0.0292, -2.4890, -3.1908)
H (0.6074, -5.7916, -3.1567)
H (2.8046, -5.0137, -4.0560)
H (3.1477, -2.5611, -4.4182)
H (1.2887, -1.0005, -3.8492)
Cl (-2.5583, 2.1003, -5.1460)
Ge (-2.2895, 0.0251, -4.2482)
Cl (-4.1574, -0.9445, -5.0685)
Cl (-0.8696, -0.8613, -5.9496)
C (-3.0881, -2.0062, 4.3939)
N (-1.7715, -2.0378, 3.7829)
N (-1.6714, -2.7902, 2.6096)
C (-0.8202, -2.1362, 1.6896)
O (-0.5080, -2.6067, 0.6103)
C (-0.4660, -0.9030, 2.3461)
C (-1.0873, -0.8580, 3.5446)
C (-1.1195, 0.2495, 4.5346)
C (-1.8986, -4.1725, 2.6288)
C (-2.2476, -4.8169, 1.4443)
C (-2.4512, -6.1869, 1.4451)
C (-2.3303, -6.9215, 2.6172)
C (-1.9856, -6.2755, 3.7955)
C (-1.7571, -4.9083, 3.8048)
H (-3.4733, -3.0208, 4.4618)
H (-3.7901, -1.3952, 3.8149)
H (-2.9957, -1.5990, 5.3988)
H (0.2128, -0.1668, 1.9493)
H (-0.5275, 1.0749, 4.1450)
H (-0.7124, -0.0746, 5.4953)
H (-2.1434, 0.5980, 4.6901)
H (-2.3272, -4.2488, 0.5286)
H (-2.7152, -6.6760, 0.5158)
H (-2.4954, -7.9919, 2.6124)
H (-1.8798, -6.8421, 4.7129)
H (-1.4496, -4.4098, 4.7150)

Here are the Mulliken charges for atoms 1 to 5, given in e: Rb 0.446; N -0.621; C 1.072; C -0.862; C -0.323

---

# C5H14S

A 2-piece molecular cluster, C5H14S overall in a non-equilibrium geometry (wB97M-V/def2-TZVPD, the Open Molecules 2025 dataset).

Computed properties:
HOMO-LUMO gap: 9.33 eV
energy relative to the best compared isomer or geometry (same formula, charge and spin): 11.0 kcal per mole
F_max: 1.948 eV Å⁻¹
SMILES: CCC.CSC

Atoms and positions in Å:
C (-0.6770, -1.3177, -0.0437)
C (-0.5941, -1.3108, -1.5770)
C (-1.9925, -1.1026, -2.1402)
H (-1.1075, -2.1716, 0.4904)
H (-1.2668, -0.4893, 0.3530)
H (0.3431, -1.3533, 0.3593)
H (0.1444, -0.5819, -1.8650)
H (-0.2846, -2.2803, -1.9836)
H (-1.9313, -0.9961, -3.2275)
H (-2.6576, -1.9126, -1.8465)
H (-2.4069, -0.1912, -1.7212)
C (2.5411, 0.7700, 1.3679)
S (2.0436, 2.4539, 1.3934)
C (0.2685, 2.2983, 1.5563)
H (2.1878, 0.2574, 2.2614)
H (2.0989, 0.2852, 0.4952)
H (3.6232, 0.6836, 1.3237)
H (-0.1564, 1.4330, 1.0539)
H (-0.2233, 3.1726, 1.1265)
H (0.0474, 2.3533, 2.6236)

Here are the Mulliken charges for atoms 1 to 5, given in e: C -0.995; C -0.214; C -1.152; H 0.397; H 0.196

---

# C11H64NO20

A 21-piece molecular cluster, C11H64NO20 overall in a non-equilibrium geometry (wB97M-V/def2-TZVPD, the Open Molecules 2025 dataset).

Computed properties:
HOMO-LUMO gap: 9.28 eV
energy relative to the best compared isomer or geometry (same formula, charge and spin): 11.2 kcal per mole
F_max: 6.544 eV Å⁻¹
net charge: +1

Atoms and positions in Å:
C (3.0851, -3.1701, 0.2172)
C (1.8071, -2.5601, 0.8552)
C (1.1631, -1.3941, 0.1592)
C (0.0141, -0.7411, 1.0592)
N (-0.6149, 0.4749, 0.4382)
C (-1.3899, 0.2539, -0.8188)
C (-0.6349, 1.0749, -1.8638)
C (0.7881, 1.4539, -1.3048)
C (0.3891, 1.5209, 0.2172)
C (-1.5769, 1.0399, 1.4492)
C (-1.0599, 1.5339, 2.8122)
C (-1.8789, 2.4389, 3.5952)
H (3.8121, -2.4641, 0.2912)
H (3.0521, -3.5131, -0.7968)
H (3.2081, -4.1291, 0.4932)
H (1.8901, -2.4691, 1.8802)
H (1.1171, -3.4361, 0.6342)
H (0.7891, -1.6791, -0.7818)
H (2.0871, -0.6861, -0.1738)
H (0.4791, -0.4731, 2.0922)
H (-0.8099, -1.3501, 1.1922)
H (-2.4479, 0.6629, -0.7458)
H (-1.3959, -0.6561, -1.1998)
H (-1.3019, 2.1919, -1.8918)
H (-0.7019, 0.6559, -2.7868)
H (1.1261, 2.4439, -1.8528)
H (1.4211, 0.6229, -1.5478)
H (-0.1499, 2.3879, 0.2592)
H (1.2521, 1.3829, 0.8152)
H (-2.2619, 0.2839, 1.6552)
H (-2.2649, 1.7939, 1.0582)
H (0.0611, 2.1129, 2.7452)
H (-0.6719, 0.8109, 3.5662)
H (-2.7889, 2.0479, 3.9192)
H (-2.0649, 3.3629, 3.1082)
H (-1.5589, 2.7169, 4.7262)
O (-4.3429, 2.8519, -0.4128)
H (-3.9799, 2.5959, -1.2588)
H (-4.5789, 2.0339, 0.0632)
O (-0.1989, -3.2201, -3.1048)
H (-1.2269, -3.0841, -2.7848)
H (-0.2969, -3.0881, -4.0758)
O (-2.7009, -2.9341, -2.4978)
H (-3.2759, -2.3151, -2.8418)
H (-3.0279, -3.2731, -1.7088)
O (-4.1729, 1.7469, -2.8748)
H (-3.6799, 1.9719, -3.8208)
H (-5.0959, 1.6939, -2.9598)
O (2.5971, -6.2931, -1.1208)
H (2.7121, -6.3041, -2.1278)
H (3.4251, -6.7791, -0.7578)
O (0.6331, 0.7989, -5.4508)
H (-0.2569, 0.6749, -5.6548)
H (1.0951, 0.0069, -5.5038)
O (4.4651, 0.4779, 0.2692)
H (4.6941, -0.1341, -0.3458)
H (4.5251, 1.2429, -0.3378)
O (-5.1469, 4.2339, 2.7352)
H (-4.5119, 4.6939, 2.1472)
H (-5.8929, 4.8599, 2.4682)
O (-1.9449, -0.5151, -5.2628)
H (-2.4859, -0.7411, -4.4388)
H (-1.5559, -1.4721, -5.4718)
O (4.4231, 2.7649, -1.5428)
H (3.8901, 3.5269, -1.4328)
H (4.2231, 2.7439, -2.6278)
O (4.4231, -1.5661, -2.1828)
H (3.7821, -2.2291, -2.5748)
H (5.3461, -2.0051, -2.0678)
O (-5.3499, 0.5679, 1.1242)
H (-4.6129, -0.1471, 1.0612)
H (-5.3459, 0.8709, 2.0322)
O (1.3551, 4.5449, 1.8512)
H (1.2081, 5.1209, 1.1222)
H (2.1921, 4.0779, 1.6902)
O (2.9471, -3.5611, -3.4128)
H (3.1921, -4.4811, -3.7738)
H (2.0541, -3.5321, -3.1048)
O (0.8331, 4.2339, 4.5502)
H (0.7681, 4.4239, 3.6802)
H (0.7681, 5.2339, 4.7602)
O (1.8261, 3.1039, -4.5628)
H (1.4651, 2.2229, -4.7178)
H (2.7391, 2.7109, -4.4378)
O (-3.6339, -0.2811, 5.2242)
H (-3.6859, -1.2011, 4.8982)
H (-3.8239, -0.2031, 6.1292)
O (3.7741, -0.8481, 2.6742)
H (3.9031, -0.3341, 1.7892)
H (4.3651, -1.5811, 2.9622)
O (0.9261, -1.5851, 5.1992)
H (1.0241, -2.3571, 4.6962)
H (0.1201, -1.6631, 5.6822)
O (-1.0539, -3.9891, 3.1082)
H (-0.8199, -4.7641, 3.6572)
H (-0.9639, -4.0991, 2.2052)

Here are the Mulliken charges for atoms 1 to 5, given in e: C -1.366; C -0.301; C 0.791; C -1.031; N 1.505

---

# C2H6O3S2

The molecule C2H6O3S2 in a non-equilibrium geometry (wB97M-V/def2-TZVPD, the Open Molecules 2025 dataset).

Computed properties:
HOMO-LUMO gap: 9.53 eV
energy relative to the best compared isomer or geometry (same formula, charge and spin): 55.5 kcal per mole
F_max: 10.630 eV Å⁻¹
SMILES: O=S(=O)(O)CCS

Atoms and positions in Å:
O (-1.5547, 0.1762, -0.4125)
S (-0.8012, 0.1094, 0.7746)
O (-1.3668, -0.2279, 2.0461)
O (-0.0560, 1.4964, 0.9677)
C (0.5678, -0.9862, 0.5438)
C (1.6563, -0.4524, -0.4635)
S (1.0934, -0.1378, -2.1455)
H (-0.3499, 1.9996, 1.8931)
H (-0.0170, -1.9777, 0.3006)
H (0.9731, -1.0630, 1.3584)
H (2.5244, -0.8792, -0.5221)
H (1.8733, 0.6823, 0.0258)
H (0.7975, -1.2328, -2.4128)

Here are the Mulliken charges for atoms 1 to 5, given in e: O -0.522; S 1.232; O -0.628; O -0.552; C -0.713

---

- Which value of F_max does entry 3 give?
  6.544 eV Å⁻¹

---

- The highest F_max belongs to which entry?
  C2H6O3S2

---

- F_max of number 4 (C2H6O3S2)?
  10.630 eV Å⁻¹

---

- Among the records above, which one has the lowest F_max?
  C34H29BrCl3F5GeN8O5RbS2